Density functional theory data (ωB97M-V with the def2-TZVPD basis set) for C17H14ClLuNO2S2 as an isolated structure in a non-equilibrium geometry.

Output
LUMO = 2.300 eV
F_max = 9.22 eV Å⁻¹
spin multiplicity = 1
charge = -1
HOMO = -0.180 hartree

XYZ file:
```
38
C17H14ClLuNO2S2, DFT ωB97M-V with the def2-TZVPD basis set
C -2.32111 -0.98264 -1.72224
C -1.68971 -1.17414 -2.96994
C -1.45711 0.10426 -3.52724
H -1.40861 -2.12174 -3.39794
C -1.90511 1.07776 -2.60714
C -2.45131 0.39206 -1.49864
H -2.79451 0.84966 -0.58934
H -2.54791 -1.75614 -1.01194
H -0.99851 0.30286 -4.47984
H -1.81531 2.14636 -2.70794
Lu -0.05621 -0.05834 -1.63634
Cl 0.10159 -2.00854 -0.09564
C 2.29259 0.06256 -1.36794
C 1.91839 1.28596 -1.96544
C 1.43089 1.00756 -3.24934
H 1.90929 2.24286 -1.47634
C 1.52039 -0.39084 -3.45944
C 2.06039 -0.97134 -2.30334
H 2.17989 -2.02304 -2.11624
H 2.59899 -0.07094 -0.34644
H 1.01209 1.72696 -3.93384
H 1.18419 -0.92464 -4.33294
O 2.95749 1.86636 3.73406
S 2.33199 0.61376 3.10246
O 3.41929 -0.22044 2.40996
N 1.71139 1.39496 1.65786
C 0.45139 1.20386 1.47966
S -0.41851 1.95576 0.10486
C -0.19511 0.40366 2.52836
C -1.54221 0.04546 2.63086
C -1.95321 -0.72164 3.73396
C -1.02101 -1.11634 4.71266
C 0.32789 -0.74794 4.59336
C 0.71219 0.01146 3.49026
H -2.25911 0.35136 1.88096
H -2.99191 -1.00844 3.83346
H -1.34551 -1.70454 5.56136
H 1.05159 -1.04394 5.34156
```

Atom charges from the natural (NBO) analysis, given in e for atoms 1 to 5:
1. C -0.327
2. C -0.387
3. C -0.349
4. H 0.240
5. C -0.397

Density functional theory data (ωB97M-V with the def2-TZVPD basis set) for C9H9BrCl2F2 as an isolated structure in a non-equilibrium geometry.

Output
LUMO = 0.130 eV
F_max = 5.32 eV Å⁻¹
spin multiplicity = 1
energy above the lowest of the compared OMol25 structures with the same formula, charge and spin = 125.5 kJ/mol
charge = 0
HOMO = -0.310 hartree

XYZ file:
```
23
C9H9BrCl2F2, DFT ωB97M-V with the def2-TZVPD basis set
C -2.30376 -0.37816 0.23791
C -2.10680 0.71220 1.13169
C -1.50751 -0.53612 -0.82747
C -1.32213 1.71002 0.73409
C -0.69422 1.82265 -0.61747
C -0.50140 0.44669 -1.27077
C 2.54026 -1.51874 0.94006
C 1.20166 -0.30316 -0.85203
C 1.12441 -1.07636 0.39511
F 0.50999 -0.35659 1.38456
F 0.35190 -2.24621 0.29103
Cl -1.04585 3.04330 1.79787
Cl -0.58338 0.50941 -3.03462
Br 2.55342 1.02625 -0.81664
H -3.06163 -1.18951 0.37153
H -2.64158 0.79016 2.08730
H -1.45685 -1.41385 -1.54119
H -1.19748 2.39362 -1.45730
H 0.17285 2.44299 -0.60467
H 3.22009 -1.60303 0.20880
H 2.50594 -2.56014 1.48805
H 2.81272 -0.80442 1.63165
H 1.42936 -0.91099 -1.67748
```

Atom charges from the natural (NBO) analysis, given in e for atoms 1 to 5:
1. C -0.199
2. C -0.263
3. C -0.236
4. C 0.047
5. C -0.551

Density functional theory data (ωB97M-V with the def2-TZVPD basis set) for a 6-piece molecular cluster, C45H77BF3IN6O10PSi overall in a non-equilibrium geometry.

Output
LUMO = -3.675 eV
F_max = 1.90 eV Å⁻¹
spin multiplicity = 1
charge = +1
HOMO = -0.369 hartree

XYZ file:
```
145
C45H77BF3IN6O10PSi, DFT ωB97M-V with the def2-TZVPD basis set
C 5.28844 -1.57929 7.32365
C 5.61937 -2.24111 6.01077
C 6.87610 -2.74740 5.72594
C 7.08084 -3.37702 4.51014
C 6.08710 -3.52446 3.56334
C 6.41174 -4.31346 2.29866
C 7.72189 -3.75561 1.68646
C 6.63549 -5.81013 2.67251
C 4.82851 -2.98415 3.82802
O 3.86888 -3.18666 2.85203
C 2.65031 -2.47953 2.91124
C 2.61182 -1.06473 2.37261
C 1.70720 -0.06948 2.82867
C 0.56784 -0.28773 3.71850
P -0.00763 -1.97121 4.26328
O -1.63184 -1.86371 4.15838
I 0.54200 -1.94721 6.67518
C -0.19302 0.78532 4.13973
C -1.39323 0.72975 5.03433
C -2.74250 1.13204 4.34114
C -2.78185 1.33551 2.82553
C -2.83560 0.04833 1.99825
C -4.09564 2.13839 2.52982
C 0.10879 2.09531 3.71227
C 1.10395 2.30360 2.82164
C 1.90545 1.25250 2.35632
C 2.92645 1.50579 1.36479
C 3.12209 2.93178 0.93091
O 2.35514 3.21683 -0.23795
C 1.94785 4.49709 -0.35214
F 2.97838 5.34175 -0.33940
F 1.32634 4.61269 -1.51733
F 1.09696 4.85347 0.60783
C 3.66823 0.48949 0.84326
Si 4.96386 0.72139 -0.61524
C 6.75044 0.52917 -0.02145
C 4.92506 2.38519 -1.48971
C 4.55979 -0.43256 -2.05919
N 3.48182 -0.76605 1.42263
B 4.39566 -1.84328 0.89808
O 3.86869 -2.71268 -0.00214
O 5.66142 -1.92523 1.36589
C 4.62794 -2.37127 5.05031
H 5.88294 -1.97628 8.14018
H 5.33608 -0.49490 7.25066
H 4.24902 -1.82002 7.54998
H 7.64853 -2.65226 6.47558
H 8.06499 -3.78108 4.32631
H 5.63106 -4.24519 1.55106
H 8.59729 -4.15071 2.18956
H 7.80011 -3.96778 0.61846
H 7.77490 -2.67373 1.80701
H 6.22602 -6.01812 3.65742
H 7.70058 -6.02392 2.71762
H 6.19125 -6.47051 1.93170
H 1.90056 -3.07050 2.39531
H 2.39264 -2.37950 3.95608
H -1.92011 -2.72855 3.84188
H -1.21404 1.47125 5.81601
H -1.51923 -0.20314 5.56099
H -3.11122 2.03774 4.82029
H -3.47494 0.36179 4.57844
H -1.98074 1.95196 2.41445
H -3.41645 -0.73319 2.48268
H -1.81956 -0.35717 1.90347
H -3.21126 0.22055 0.99429
H -4.86478 1.90675 3.26096
H -4.39054 1.91899 1.51178
H -3.83338 3.19623 2.55519
H -0.48714 2.92069 4.07124
H 1.22428 3.31762 2.48971
H 4.18747 3.10155 0.79084
H 2.87043 3.64356 1.70687
H 7.38779 1.25889 -0.51218
H 7.11639 -0.44922 -0.33107
H 6.79811 0.63471 1.05946
H 3.95474 2.59125 -1.92821
H 5.31625 3.23781 -0.94088
H 5.59492 2.24455 -2.34099
H 4.97083 -0.02239 -2.97713
H 3.49493 -0.63325 -2.13851
H 5.07259 -1.38321 -1.91042
H 4.37583 -3.53128 -0.01685
H 6.30747 -2.17158 0.69722
H 3.64932 -1.97685 5.29627
C 2.12888 6.97819 -3.38156
C 2.10856 7.09148 -4.88837
O 2.12983 6.10505 -5.60624
N 2.06572 8.33924 -5.42502
C 2.03540 9.61575 -4.73550
H 2.16389 5.93159 -3.12059
H 3.01164 7.47266 -2.97264
H 1.22992 7.42024 -2.94961
H 2.05427 8.34197 -6.43266
H 1.13061 10.16159 -5.00733
H 2.89990 10.21432 -5.02706
H 2.05131 9.47748 -3.66010
C -6.28341 0.97935 -1.16063
C -5.46139 2.24320 -1.19056
O -5.06345 2.79330 -0.16732
N -5.17243 2.75252 -2.41182
C -5.55219 2.21129 -3.70929
H -6.43122 0.67468 -0.12696
H -7.25860 1.15042 -1.61823
H -5.76736 0.18298 -1.69629
H -4.62678 3.59899 -2.38287
H -4.65775 1.98944 -4.29120
H -6.14484 2.94176 -4.25726
H -6.13018 1.30219 -3.59329
C -4.38277 1.15842 -8.17320
C -5.54105 0.70652 -7.31582
O -6.06639 1.44003 -6.49578
N -5.99058 -0.56762 -7.48692
C -5.50082 -1.58002 -8.40402
H -4.14616 2.18676 -7.91921
H -3.50282 0.54015 -7.98962
H -4.64467 1.11037 -9.23058
H -6.76530 -0.80263 -6.88597
H -6.30123 -1.88687 -9.07872
H -5.16706 -2.45762 -7.84521
H -4.67161 -1.20366 -8.99277
C -7.09188 -3.30453 1.08643
C -6.42218 -2.57326 2.22574
O -6.25814 -1.36684 2.20966
N -6.00182 -3.31594 3.28995
C -6.11258 -4.74977 3.48608
H -7.36322 -2.57988 0.32493
H -6.41241 -4.03622 0.64694
H -7.99545 -3.80910 1.43102
H -5.56924 -2.76646 4.01550
H -6.69485 -4.95709 4.38520
H -5.11975 -5.18682 3.61106
H -6.59774 -5.22108 2.63872
C -3.93489 -1.75364 -4.55435
C -5.10135 -2.29738 -3.76277
O -5.64268 -1.64453 -2.88455
N -5.53798 -3.54779 -4.06503
C -5.02523 -4.46210 -5.06919
H -3.71271 -0.75259 -4.19680
H -3.05210 -2.38002 -4.41931
H -4.18302 -1.69815 -5.61563
H -6.31899 -3.84711 -3.50259
H -5.81309 -4.70647 -5.78362
H -4.69335 -5.38615 -4.59354
H -4.18977 -4.02359 -5.60399
```

Atom charges from the Löwdin analysis, given in e for atoms 1 to 5:
1. C -0.035
2. C -0.261
3. C -0.021
4. C -0.016
5. C -0.144

Density functional theory data (ωB97M-V with the def2-TZVPD basis set) for one molecule with the formula C24H27N3O6S in a non-equilibrium geometry.

Output
LUMO = 0.582 eV
F_max = 1.27 eV Å⁻¹
spin multiplicity = 1
energy above the lowest of the compared OMol25 structures with the same formula, charge and spin = 141.4 kJ/mol
charge = 0
HOMO = -0.300 hartree
SMILES string = CCN(CC)C(=O)Cn1cc(S(=O)(=O)CC(=O)NCc2ccc3c(c2)OCO3)c2ccccc21

XYZ file:
```
61
C24H27N3O6S, DFT ωB97M-V with the def2-TZVPD basis set
C -4.34108 2.16327 -0.48180
H -4.67222 1.19334 -0.84469
H -3.62667 2.00326 0.32119
C -3.71823 2.99357 -1.59791
N -2.43391 2.46877 -2.04112
C -1.34687 3.24088 -1.86424
O -1.40202 4.36541 -1.39921
C 0.02515 2.66423 -2.24768
N 0.62255 2.01459 -1.10499
C 0.43072 2.37880 0.18801
C 1.18203 1.58916 1.01398
C 1.90914 0.68504 0.19099
C 2.86012 -0.30059 0.44596
C 3.41591 -0.95550 -0.62891
C 3.02890 -0.66621 -1.94024
C 2.08778 0.30149 -2.21683
C 1.53466 0.98887 -1.14187
H 1.80987 0.52645 -3.23582
H 3.48583 -1.20956 -2.75339
H 4.17632 -1.70397 -0.46851
H 3.14625 -0.51856 1.46232
S 1.15884 1.69426 2.77049
O 1.70298 0.47981 3.33590
O 1.72434 2.93525 3.21737
C -0.63323 1.69931 3.15221
C -1.24748 0.53524 2.41058
O -2.09359 0.67592 1.54534
N -0.77316 -0.65220 2.82066
H 0.09111 -0.64624 3.35318
C -1.16182 -1.90416 2.20193
C -0.03251 -2.52518 1.42060
C -0.09671 -2.61913 0.04102
C 0.92008 -3.20794 -0.70718
C 2.00121 -3.69182 -0.01522
C 2.08138 -3.58700 1.37513
C 1.08122 -3.01029 2.11464
H 1.15521 -2.93985 3.18692
O 3.25442 -4.14454 1.80483
C 3.91078 -4.60908 0.64617
O 3.12133 -4.32046 -0.48845
H 4.89048 -4.11330 0.55259
H 4.06472 -5.69791 0.72015
H 0.86376 -3.28372 -1.77954
H -0.96448 -2.23563 -0.47026
H -1.48406 -2.59071 2.99325
H -2.01010 -1.68717 1.54971
H -0.71903 1.59311 4.23031
H -1.04995 2.64672 2.82534
H -0.22406 3.18930 0.43952
H -0.03101 1.95480 -3.07281
H 0.64622 3.51660 -2.55253
C -2.45249 1.15516 -2.65350
C -1.93035 0.03743 -1.74982
H -2.29205 -0.91870 -2.12149
H -2.28209 0.17947 -0.73151
H -0.84502 0.00596 -1.73059
H -1.89407 1.17314 -3.59596
H -3.49495 0.95030 -2.90541
H -3.53239 4.00961 -1.24606
H -4.39371 3.04112 -2.45982
H -5.20399 2.68980 -0.08299
```

Atom charges from the natural (NBO) analysis, given in e for atoms 1 to 5:
1. C -0.631
2. H 0.197
3. H 0.243
4. C -0.220
5. N -0.426

In order of appearance, DFT total energy = -91257.8823 -109999.3437 -111426.8951 -52917.0537 eV.
In order of appearance, Kohn-Sham gap = 7.1995 8.5649 6.3787 8.7397 eV.